# 1
Below is a cluster of 2 separate species, CH2S2 in total in a non-equilibrium geometry, with properties calculated with ωB97M-V/def2-TZVPD.

Calculated values
* net charge: 0
* molecular weight: 78.16 u
* calculated total energy: -22735.123 eV

Each line ends with the Mulliken charge.
CARTESIAN COORDINATES (ANGSTROEM)
H  -2.37860  -0.54262  2.06442  0.03
H  -0.47273  1.24924  -0.89186  0.32
C  -0.37373  1.99031  -0.14898  -0.12
S  -0.12417  1.14540  1.32067  -0.03
S  -0.25673  3.58891  -0.27237  -0.20

Atomic forces in eV per Å
0.1 0.0 -0.1
-0.4 -0.3 -1.6
0.4 -0.5 1.4
-0.1 0.5 0.3
0.0 0.2 0.0

# 2
Below is a structure of composition C59H33AsF19I2NO4PRbS in a non-equilibrium geometry, with properties calculated with ωB97M-V/def2-TZVPD.

Calculated values
* net charge: -2
* molecular weight: 1658.12 u
* calculated total energy: -220854.637 eV

Each line ends with the Mulliken charge.
CARTESIAN COORDINATES (ANGSTROEM)
C  -0.61290  7.62990  -0.32659  -0.56
H  -0.63106  6.92516  1.70565  0.50
H  2.82638  0.39134  0.92641  0.32
F  -3.37173  -1.63669  -2.36904  -0.39
H  -1.78833  1.11809  2.47929  0.43
F  -0.86762  -8.06950  -0.71056  -0.30
C  -3.18983  -3.29394  4.77609  -1.22
H  0.92659  -3.29682  0.20252  0.36
F  -2.45433  -7.31572  -1.98031  -0.30
H  5.07391  5.95399  -0.35925  0.41
F  3.44281  -3.23873  0.18921  -0.33
C  5.55664  3.98009  -1.05934  -0.56
H  0.15760  4.64985  1.09783  0.41
H  -0.49061  8.04751  -2.42917  0.41
C  0.43587  2.33019  -5.95028  -0.67
I  -2.54703  3.38005  -1.55502  0.10
C  0.36865  -1.81586  2.59338  0.61
S  2.46552  -0.21278  -3.79152  -0.29
F  -6.47833  -2.05586  5.70355  -0.28
C  4.42217  -3.85486  -1.86622  0.45
H  -1.69160  2.11420  4.76458  0.54
F  4.97760  -4.94519  -1.30573  -0.37
H  2.02934  4.36207  -3.76482  0.39
H  0.78682  -3.92516  2.47932  0.62
H  -0.76828  1.19681  -3.01594  -0.66
C  2.81164  3.59204  -1.24686  -0.09
F  -4.99785  -3.02800  6.95359  -0.27
F  4.35628  -2.79654  5.40930  -0.30
C  4.68849  5.00271  -0.70552  -0.82
H  5.73276  1.97068  -1.78961  0.47
C  -2.82866  4.24536  1.73832  -0.41
C  0.10068  6.04236  -1.98692  -0.52
C  0.78637  -0.60968  3.15132  -0.60
H  -3.10586  5.82465  3.16376  0.53
C  -2.56441  -2.39071  -3.15144  -0.20
F  -6.02623  -4.15625  5.42120  -0.27
H  -3.13344  4.84154  0.88882  0.45
C  -1.22843  -7.01575  -1.49925  0.84
C  -0.34066  7.31323  -1.64873  -0.72
H  -0.91714  0.75761  -5.40465  0.42
C  3.31777  4.80843  -0.79607  -0.23
H  0.28327  5.79064  -3.02245  0.47
C  -0.01166  -5.04325  -0.58705  -0.54
H  -0.98127  8.61591  -0.07081  0.36
C  0.25854  5.08608  -0.99304  0.36
C  5.05490  2.76644  -1.50759  -0.69
C  -2.01401  2.69823  3.91252  -0.77
C  3.68632  2.57029  -1.60132  0.03
O  -2.61487  1.03066  0.14536  -0.48
O  0.43589  2.23661  -0.19060  1.63
F  -0.38129  -7.01684  -2.54048  -0.24
C  0.63100  2.82904  -3.22340  1.67
C  -1.20898  -5.73210  -0.73276  -0.16
H  2.64160  5.60728  -0.52141  0.34
C  -2.38869  -2.08051  2.84980  -0.93
F  -4.39432  -2.82566  -4.57838  -0.37
P  -1.13650  -1.72299  1.52181  1.03
C  -2.52955  2.23374  0.22988  -0.47
H  1.82223  3.95120  -6.18590  0.38
Rb  -0.59701  0.22469  -1.05533  2.24
H  -1.26405  -3.57273  3.91426  0.51
C  0.01131  5.40887  0.33641  -0.98
C  -3.59965  -1.39695  2.80039  0.01
F  5.41388  -4.36616  -3.93933  -0.36
C  3.63904  -2.99297  -1.12282  -0.25
C  -4.39703  -2.60482  4.70695  0.43
H  0.29722  0.31429  2.87037  -0.05
C  2.50506  -1.73198  4.37800  0.32
I  -2.75253  5.04711  -4.22006  -0.71
C  -2.29543  -3.75702  -5.10099  0.68
H  0.88765  -5.40218  -1.06996  0.48
C  3.59656  -1.68341  5.39969  0.81
C  -5.47077  -2.94920  5.68963  0.82
H  0.35482  2.13854  -7.01197  0.38
H  -3.30471  -5.78810  -0.29097  0.46
F  4.42826  -0.63904  5.22884  -0.27
C  1.84225  -0.56061  4.04456  -0.96
C  1.06435  -2.97819  2.92239  0.33
C  -2.19599  -3.02937  3.85348  -0.23
H  6.62682  4.13553  -0.98946  0.36
O  -0.74303  -2.00580  -1.69141  0.08
F  2.33914  -1.08274  -0.90280  0.13
O  2.55731  1.16236  1.44209  -0.69
H  2.15784  0.38564  4.46242  0.43
C  1.36566  3.58654  -4.13032  -0.64
F  -2.81107  -4.35055  -6.20000  -0.38
H  1.89310  1.60151  0.88567  0.03
C  2.12609  -2.94007  3.81027  -1.12
H  -3.75653  -0.66135  2.01842  0.56
C  -2.46988  2.91443  1.55247  0.75
C  -1.14773  -3.38492  0.74886  0.70
C  -1.20942  -2.52880  -2.74674  -0.32
C  -0.42832  6.67931  0.67008  -0.71
H  3.29891  1.62802  -1.98172  0.12
C  -2.41091  4.57734  5.41695  -0.06
H  -3.25481  -3.71039  1.02833  0.50
As  0.89470  3.29288  -1.36302  -0.05
N  -2.41230  5.00166  6.48602  -0.58
C  -0.18521  1.80411  -3.69348  0.52
F  4.28958  -2.22755  -5.07315  -0.38
C  -0.27828  1.55560  -5.05094  -0.82
C  3.22516  -1.55182  -3.06261  0.27
F  3.08721  -1.55894  6.65497  -0.28
H  -3.03597  -4.03563  5.54960  0.41
C  -2.05975  2.15232  2.64785  0.15
C  -2.37332  -5.25633  -0.15109  -1.11
C  4.62890  -3.55863  -3.20288  0.28
C  0.00956  -3.86550  0.13484  -0.40
C  -0.43895  -3.32216  -3.64354  -0.27
C  3.07433  -1.87970  -1.70644  -0.17
C  1.25824  3.34538  -5.48854  -0.95
C  -2.40655  4.02827  4.09858  0.55
F  0.86172  -3.51048  -3.35516  -0.27
C  -3.09424  -2.98468  -4.27540  0.25
C  -2.33859  -4.08528  0.58951  -1.18
H  -5.54505  -1.12054  3.67175  0.47
H  2.65813  -3.84744  4.06204  0.43
F  -0.17371  -4.65629  -5.56995  -0.37
C  -0.95724  -3.91350  -4.77331  0.24
C  4.04649  -2.44868  -3.77529  0.24
C  -4.60605  -1.65511  3.72170  -0.96
C  -2.80739  4.79658  3.00584  -0.86

Cartesian forces (eV/Å) of the 6 atoms listed first:
0.0 0.0 0.0
0.0 0.0 0.0
0.0 0.1 0.0
-0.1 0.0 0.0
0.0 0.0 0.0
0.0 0.1 -0.1

# 3
Below is an isolated molecule of C4H5NO2, with properties calculated with ωB97M-V/def2-TZVPD.

Calculated values
* net charge: 0
* molecular weight: 99.09 u
* calculated total energy: -9811.889 eV
* SMILES: Nc1cc(O)co1

Each line ends with the Mulliken charge.
CARTESIAN COORDINATES (ANGSTROEM)
O  -0.72968  0.80556  0.99913  -0.31
H  1.02217  1.61965  1.78866  0.42
C  -0.97018  -0.27261  0.23262  0.33
H  -2.11619  0.59529  -1.08068  0.25
H  0.43518  -1.90482  -0.38066  0.39
C  1.21601  0.11476  0.17765  0.59
C  0.61580  1.02269  0.99788  -0.52
H  -2.58960  -0.96753  -0.84548  0.25
H  2.64451  -0.28943  -1.05689  0.32
O  2.46777  0.29557  -0.31521  -0.52
C  0.23492  -0.87123  -0.13414  -0.64
N  -2.23072  -0.14789  -0.38288  -0.55

Cartesian forces (eV/Å) of the 6 atoms listed first:
0.0 -0.1 0.0
0.0 0.6 -0.2
0.5 0.0 -0.4
-0.3 -0.3 0.3
-0.2 0.3 -0.9
-0.2 0.2 0.6

# 4
Below is an isolated molecule of C5H7FS in a non-equilibrium geometry, with properties calculated with ωB97M-V/def2-TZVPD.

Calculated values
* net charge: 0
* molecular weight: 118.18 u
* calculated total energy: -18846.809 eV
* SMILES: F[C@H]1CC[C@@H]2S[C@H]21

Each line ends with the Mulliken charge.
CARTESIAN COORDINATES (ANGSTROEM)
H  -2.74573  -0.49217  -0.39521  0.31
H  -2.21081  -0.87023  1.19133  0.40
H  0.21621  -0.19530  1.53224  0.37
H  0.08335  0.00970  -1.42349  0.21
H  -1.26816  1.30465  1.43766  0.29
C  -1.00495  0.85241  0.45463  0.11
C  -0.75736  -1.63884  -0.35634  -0.63
H  -1.18701  -2.25359  -1.14869  0.32
C  0.37823  -0.60283  -0.48975  0.08
C  -1.83350  -0.62455  0.25980  -0.71
C  0.25832  0.28715  0.65520  -0.58
F  -0.82930  1.72970  -0.62866  -0.32
H  -0.65653  -2.20312  0.56938  0.26
S  2.06175  -0.03170  0.04709  -0.12

Cartesian forces (eV/Å) of the 6 atoms listed first:
1.0 0.1 0.5
-0.4 -0.7 2.0
0.3 -2.1 3.2
1.0 -1.0 1.4
-0.9 0.7 -1.2
-1.9 1.1 0.5

# 5
Below is a structure of composition C27H24CoN5O9S4 in a non-equilibrium geometry, with properties calculated with ωB97M-V/def2-TZVPD.

Calculated values
* net charge: 0
* molecular weight: 749.72 u
* calculated total energy: -135232.098 eV

Each line ends with the Mulliken charge.
CARTESIAN COORDINATES (ANGSTROEM)
N  0.02933  -0.24010  -1.71614  -0.04
C  -5.02016  5.12588  0.52019  -0.63
C  -5.64104  6.35729  0.44800  -0.46
C  -1.49508  3.83561  0.07140  -1.01
O  -3.57757  9.49848  -1.56882  -0.70
O  1.50915  0.90322  0.42456  -0.54
C  4.42951  -0.20322  2.33612  -0.65
C  -3.86552  2.14080  -3.44193  -0.81
C  -0.78200  2.65887  0.00213  -0.48
C  0.80736  0.40898  -6.64455  -0.72
H  -4.44085  3.05761  -3.42685  0.52
H  3.34721  -1.38380  -5.30339  0.43
Co  -0.32169  -0.15932  0.12563  0.82
S  0.58388  -1.51385  2.02076  1.62
H  -1.41107  -2.52834  -0.21774  0.27
O  -1.48439  8.46313  -1.03602  -0.69
H  -0.70689  1.43355  -5.52311  0.46
H  -2.38272  -1.88838  0.92628  0.31
C  -3.46266  2.55036  0.38156  -0.91
C  3.71396  -1.08208  4.45446  -0.63
O  0.14676  -2.58915  2.85955  -0.64
C  2.19365  -1.03599  2.59839  0.25
N  -4.98303  7.46684  0.11358  -0.45
C  -2.88004  3.80988  0.24550  1.43
O  -2.72879  9.58531  0.68722  -0.69
H  3.91716  -1.31109  5.49224  0.40
C  -2.68408  1.42006  0.28438  -0.64
N  -2.99473  6.18024  -0.07271  -0.30
H  0.29453  2.65349  -0.10538  0.65
H  -0.99599  4.79037  -0.00702  0.69
C  -3.74398  -0.24498  -3.76518  -0.85
S  -2.79739  8.83090  -0.54926  1.26
H  1.68078  -1.78963  4.52503  0.48
C  2.45596  -0.77275  -5.35152  -0.77
H  5.16700  0.28150  1.71250  0.51
H  -5.53658  0.91568  -3.98440  0.43
H  -5.57879  4.24581  0.80370  0.38
H  -1.79757  -1.13036  -3.46738  0.49
H  2.24993  -0.67218  -3.21557  0.44
C  4.70256  -0.53581  3.65412  -0.62
O  2.88301  -0.66443  -0.87826  -0.72
C  1.94749  -0.38081  -6.58070  -0.49
C  -3.65760  5.05602  0.24323  0.29
N  -1.36463  1.45073  0.06623  0.63
S  2.86176  0.32072  0.19068  1.47
H  -4.52585  2.43850  0.54431  0.31
C  2.45997  -1.34047  3.92567  -0.74
C  -3.69556  7.28540  -0.12274  0.05
O  3.88028  1.33091  0.06988  -0.71
C  -1.79008  0.98943  -3.17518  0.07
H  0.98584  -0.60976  -1.71362  0.27
S  -0.05144  1.02193  -2.73772  0.62
C  -4.47996  0.93774  -3.75125  -0.40
C  -2.39162  -0.22512  -3.47182  -0.17
N  -2.00623  -1.73642  -0.00392  -0.63
H  2.44375  -0.68638  -7.49240  0.39
H  0.40935  0.71506  -7.60298  0.40
C  1.83554  -0.38048  -4.17343  -0.45
H  5.68432  -0.33978  4.06504  0.40
C  0.68937  0.39498  -4.25553  0.78
O  0.69987  -1.84080  0.58047  -0.64
H  -2.76687  -1.71169  -0.67270  0.24
C  3.17794  -0.45022  1.79073  -0.03
O  -0.35810  -0.34640  2.04729  -0.70
H  -3.12595  0.43835  0.36688  0.40
H  -4.22779  -1.18184  -4.00946  0.45
H  -2.01288  3.10658  -2.91209  0.51
C  0.17583  0.80924  -5.47818  -0.52
C  -2.50645  2.17190  -3.15165  -0.11
H  -6.69644  6.47931  0.65828  0.43

Cartesian forces (eV/Å) of the 6 atoms listed first:
0.0 -1.2 0.1
0.3 -0.9 0.1
0.1 0.8 -0.2
-0.1 0.1 0.0
-0.9 -0.7 -0.1
-2.1 -0.2 -0.4

# 6
Below is a cluster of 4 separate species, C4H15NO6 in total in a non-equilibrium geometry, with properties calculated with ωB97M-V/def2-TZVPD.

Calculated values
* net charge: +1
* molecular weight: 173.17 u
* calculated total energy: -18155.022 eV
* 2S+1: 2

Each line ends with the Löwdin spin population.
CARTESIAN COORDINATES (ANGSTROEM)
C  -0.48069  0.74415  0.21576  0.00
O  0.88466  2.52699  0.31985  0.01
H  0.40117  -0.18833  -2.23007  0.00
O  0.12514  -1.31348  3.16528  0.00
H  0.60471  1.28531  -2.99930  0.01
O  1.70117  0.81234  1.35762  0.00
H  1.80577  3.03165  0.23243  0.00
H  -1.29322  1.23348  0.97009  0.00
H  -0.86585  2.29397  -1.41465  0.01
H  -2.93113  1.13721  -2.02232  0.04
N  0.43042  0.83184  -2.14874  0.21
H  -0.78314  -1.18667  2.85421  0.00
H  -0.71880  -0.28548  0.31046  0.00
C  0.81863  1.20340  0.62578  0.00
O  -0.14357  -2.48503  -0.81904  0.00
O  1.68956  -1.96342  1.06377  0.00
O  -2.43320  -0.72842  -1.16004  0.49
C  -0.78326  1.17481  -1.32882  0.01
H  -1.80561  0.31219  -2.85048  0.09
H  -1.53020  -1.15821  -0.82580  0.00
H  1.97490  -1.05772  0.86491  0.00
H  0.42117  -3.23987  -0.98264  0.00
H  0.57043  -0.61002  3.49088  0.00
H  0.28845  -2.12344  -0.07801  0.00
H  1.32481  -1.79262  2.05276  0.00
C  -2.06574  0.49995  -1.80452  0.14

Cartesian forces (eV/Å) of the 6 atoms listed first:
-4.1 1.3 -0.9
1.3 2.2 -1.9
0.8 0.2 -0.5
-2.1 -4.4 -1.7
0.1 1.0 -1.3
-0.9 -1.7 -0.9

> Look up the calculated total energy of the fourth one.

-18846.809 eV